96
Properties=species:S:1:pos:R:3:forces:R:3:mulliken_charge:R:1 method="wB97M-V/def2-TZVPD" molar_mass_g_mol=576.48 total_energy_ha=-2446.11554 fmax_ha_per_bohr=0.0221 orbital_gap_ev=8.72 charge=0 e_lumo_ev=-1.2 homo_energy_ev=-9.91 multiplicity=1
O -18.606 4.194 9.704 0.098 0.480 -0.510 -0.653
O -19.379 7.187 13.845 -0.432 0.245 -0.067 -0.594
O -16.708 -0.595 16.761 -0.119 -0.809 0.164 -0.631
O -15.656 2.474 15.225 -0.529 -1.003 0.026 0.102
O -17.049 2.048 20.670 -0.393 0.048 0.168 -0.612
O -18.150 4.449 13.121 -0.459 0.334 0.279 -0.285
O -16.196 2.487 12.443 0.153 0.321 0.530 0.482
O -19.942 2.424 16.777 -0.228 -0.029 -0.206 -0.587
O -13.634 5.195 12.729 -0.594 0.759 0.021 -0.547
O -14.181 -1.084 12.239 -0.063 -0.465 -0.170 -0.734
O -15.272 3.519 9.934 0.127 -0.288 0.219 -0.536
O -11.796 1.768 15.098 0.109 -0.022 -0.290 -0.499
O -13.662 0.492 16.651 -0.392 -0.162 0.362 -0.589
O -12.916 6.021 17.764 -0.008 0.235 -0.573 -0.744
O -11.959 3.404 19.344 0.543 0.286 0.305 -0.624
O -18.333 -1.784 14.436 -0.753 -0.110 -0.628 -0.686
O -11.731 5.724 14.578 0.866 0.178 0.552 -0.649
O -14.786 3.038 18.758 0.396 -0.170 0.381 -0.734
O -16.527 7.495 16.651 -0.063 -0.024 0.062 -0.607
O -17.322 0.187 11.242 0.043 -0.238 0.203 -0.712
O -19.176 1.488 14.081 0.135 0.279 -0.682 -0.428
O -14.877 0.424 9.813 -0.036 -0.198 -0.027 -0.575
O -14.200 4.602 15.503 0.098 -0.076 -0.038 0.277
O -15.444 6.006 18.738 -0.392 -0.451 0.874 -0.727
O -16.410 6.500 13.069 0.641 0.789 -0.070 -0.657
O -12.422 2.904 12.137 -0.286 0.603 -0.365 -0.621
O -15.768 -0.309 14.153 -0.724 0.060 0.596 -0.439
O -10.779 4.281 16.865 0.160 -0.480 0.099 -0.582
O -19.399 1.873 11.149 -0.698 0.594 -0.231 -0.627
O -18.913 -0.019 18.870 -0.449 -0.413 0.191 -0.584
O -11.772 0.272 12.897 -0.193 -0.298 -0.797 -0.738
O -17.372 2.021 17.434 0.498 -0.001 0.670 -0.047
H -13.708 5.314 15.914 0.204 0.188 0.565 0.209
H -20.292 3.285 16.549 -0.038 0.455 0.084 0.271
H -17.736 -1.049 14.292 0.769 0.107 0.206 0.226
H -11.785 6.608 14.941 0.130 0.307 0.227 0.338
H -17.898 -2.320 15.098 0.147 0.126 0.342 0.342
H -10.798 4.735 16.023 -0.418 0.556 -0.648 0.302
H -14.655 4.196 10.210 0.037 0.338 0.136 0.214
H -18.638 1.308 11.281 0.383 -0.286 -0.187 0.335
H -12.735 6.553 18.539 -0.017 0.212 0.269 0.258
H -17.422 7.811 16.774 -0.241 0.060 0.039 0.253
H -14.631 5.749 18.304 0.394 0.032 -0.246 0.333
H -18.319 2.119 17.540 -0.169 0.245 0.034 0.187
H -17.200 2.302 16.536 0.510 0.089 -0.603 0.044
H -18.016 0.249 18.669 0.158 0.106 0.058 0.291
H -14.289 0.046 9.159 0.094 -0.289 -0.300 0.270
H -14.439 1.228 10.094 -0.041 0.469 0.282 0.259
H -14.532 -0.652 11.460 -0.188 0.167 -0.495 0.396
H -15.252 2.466 18.149 -0.162 -0.321 -0.413 0.228
H -19.070 3.569 10.261 -0.193 -0.548 0.281 0.357
H -12.140 0.534 13.741 -0.062 0.182 0.739 0.373
H -19.099 4.329 13.072 -0.275 -0.167 -0.296 0.283
H -15.231 -0.574 13.407 0.441 -0.456 -0.519 0.432
H -12.150 2.763 11.230 0.194 -0.038 -0.187 0.246
H -20.023 1.596 11.820 -0.121 0.029 0.317 0.306
H -13.513 4.286 12.455 0.444 -1.025 0.053 0.125
H -19.454 0.714 18.579 0.037 0.065 0.153 0.236
H -19.552 1.951 14.829 -0.072 -0.038 0.471 0.196
H -13.638 -0.396 16.294 -0.085 -0.341 0.027 0.326
H -10.832 0.198 13.057 0.257 -0.116 -0.050 0.284
H -15.962 -0.431 16.184 0.152 0.033 -0.201 0.160
H -16.310 2.284 20.109 0.446 0.174 -0.242 0.352
H -16.773 1.724 12.420 -0.185 -0.720 -0.006 0.115
H -15.385 0.519 14.442 -0.064 0.722 0.361 0.072
H -13.305 -0.712 12.345 0.613 0.022 0.090 0.355
H -18.909 0.639 14.433 0.035 -0.441 0.296 0.238
H -16.980 5.747 12.910 -0.485 -0.373 0.013 0.376
H -15.550 6.117 13.241 0.146 -0.107 -0.007 0.267
H -15.339 3.816 18.828 -0.347 0.689 -0.019 0.405
H -17.735 4.263 10.094 0.180 0.051 0.141 0.280
H -16.127 8.131 16.058 0.137 0.085 -0.262 0.286
H -15.887 6.569 18.104 -0.188 0.202 -0.377 0.449
H -16.848 1.163 20.973 -0.014 -0.219 0.108 0.290
H -19.375 7.275 14.798 0.047 0.011 0.171 0.282
H -13.568 5.701 11.920 -0.038 0.478 -0.074 0.260
H -15.991 2.653 14.346 -0.097 0.055 -0.501 -0.016
H -17.702 -0.649 11.511 -0.222 -0.335 0.352 0.284
H -12.500 5.649 14.013 -0.262 -0.300 -0.680 0.256
H -14.287 4.869 14.588 -0.170 0.145 -0.329 -0.114
H -19.110 6.282 13.686 0.395 -0.117 -0.029 0.307
H -20.655 1.991 17.245 -0.373 -0.243 0.046 0.265
H -14.988 3.144 15.368 0.248 0.437 0.544 0.089
H -16.702 -0.043 10.550 0.329 0.196 -0.409 0.199
H -13.115 1.005 16.057 0.225 0.141 -0.028 0.312
H -12.028 2.680 15.275 -0.265 0.661 0.165 0.232
H -12.378 5.237 17.880 0.352 -0.342 0.130 0.202
H -17.796 3.559 13.123 0.322 -0.482 -0.170 0.032
H -11.565 3.603 18.494 0.157 -0.164 -0.177 0.415
H -14.950 3.234 9.079 -0.190 -0.036 -0.455 0.258
H -12.305 2.053 12.558 0.184 -0.609 0.200 0.340
H -9.952 3.798 16.859 0.319 -0.083 0.270 0.252
H -12.895 3.327 19.162 -0.799 -0.354 -0.043 0.426
H -16.813 0.219 17.254 0.002 0.511 -0.098 0.366
H -15.909 2.598 11.536 0.020 0.309 -0.437 -0.218
H -10.884 1.694 15.381 0.217 -0.074 0.271 0.196